1.
Entry from the Open Molecules 2025 dataset: an isolated molecule of C4H4O2 (wB97M-V/def2-TZVPD).

Properties
* E_LUMO: -0.06 eV
* highest occupied orbital energy: -9.4 eV
* orbital gap: 9.38 eV
* structure (SMILES): O=CC=C=CO
* net charge: 0
* multiplicity: 1

Geometry (Å):
O (2.905, 0.658, 0.533)
C (2.084, 0.004, -0.077)
C (0.655, 0.365, -0.055)
C (-0.408, -0.388, -0.345)
C (-1.675, -0.100, -0.031)
O (-2.214, -0.472, 1.135)
H (2.347, -0.928, -0.614)
H (0.441, 1.332, 0.383)
H (-2.317, 0.580, -0.585)
H (-1.538, -1.006, 1.587)

Mulliken atomic charge list, values in e, 4 entries:
1. O -0.48
2. C -0.05
3. C -0.02
4. C -0.56

2.
Entry from the Open Molecules 2025 dataset: an isolated molecule of C4H4O2 at a distorted geometry (wB97M-V/def2-TZVPD).

Properties
* E_LUMO: 0.97 eV
* highest occupied orbital energy: -9.8 eV
* orbital gap: 10.79 eV
* structure (SMILES): O=C1C[C@H]2O[C@@H]12
* net charge: 0
* multiplicity: 1

Geometry (Å):
O (0.799, -2.028, -0.675)
C (0.448, -0.927, -0.368)
C (0.451, -0.155, 0.980)
C (-0.446, 0.837, 0.289)
O (0.245, 1.376, -0.788)
C (-0.396, 0.126, -1.044)
H (1.398, 0.279, 1.298)
H (0.010, -0.754, 1.780)
H (-1.470, 1.170, 0.453)
H (-1.039, 0.076, -1.924)

Mulliken atomic charge list, values in e, 4 entries:
1. O -0.54
2. C 0.27
3. C -0.51
4. C -0.03

3.
Entry from the Open Molecules 2025 dataset: a cluster of 2 separate species, C4H4O2 in total at a distorted geometry (wB97M-V/def2-TZVPD).

Properties
* E_LUMO: -0.61 eV
* highest occupied orbital energy: -9.2 eV
* orbital gap: 8.62 eV
* net charge: 0
* multiplicity: 1

Geometry (Å):
O (0.629, 0.588, 1.330)
C (1.320, 0.313, 0.219)
C (0.013, 0.140, -1.414)
O (0.284, 0.559, -2.495)
C (-1.070, -0.448, -0.738)
C (-1.581, -0.518, 0.407)
H (-0.347, 0.143, 1.269)
H (1.944, -0.609, 0.279)
H (1.823, 1.142, -0.295)
H (-2.545, -0.889, 0.712)

Mulliken atomic charge list, values in e, 4 entries:
1. O -0.47
2. C -0.33
3. C 0.51
4. O -0.44

4.
Entry from the Open Molecules 2025 dataset: an isolated molecule of C4H4O2 at a distorted geometry (wB97M-V/def2-TZVPD).

Properties
* E_LUMO: 0.21 eV
* highest occupied orbital energy: -9.7 eV
* orbital gap: 9.93 eV
* structure (SMILES): O=C1C=CCO1
* net charge: 0
* multiplicity: 1

Geometry (Å):
O (2.542, -0.281, 0.103)
C (1.287, -0.237, -0.199)
C (0.591, 1.050, -0.130)
C (-0.700, 0.579, 0.045)
C (-0.936, -0.764, -0.074)
O (0.498, -1.327, -0.032)
H (0.932, 2.051, -0.182)
H (-1.544, 1.129, 0.272)
H (-1.330, -1.339, -0.834)
H (-1.340, -0.860, 1.029)

Mulliken atomic charge list, values in e, 4 entries:
1. O -0.60
2. C 0.38
3. C -0.39
4. C -0.29

5.
Entry from the Open Molecules 2025 dataset: a structure of composition C4H4O2 at a distorted geometry (wB97M-V/def2-TZVPD).

Properties
* E_LUMO (alpha / beta): -0.05 / -0.05 eV
* highest occupied orbital energy (alpha / beta): -9.6 / -9.6 eV
* orbital gap (alpha / beta): 9.58 / 9.58 eV
* net charge: 0
* multiplicity: 1

Geometry (Å):
O (-0.847, 1.633, 0.351)
C (-0.240, 0.491, 0.808)
C (-0.620, -0.702, -0.009)
O (-0.965, -0.263, -1.201)
C (1.105, 0.085, 0.397)
C (1.472, -0.410, -0.691)
H (-1.071, 1.503, -0.594)
H (-0.374, 0.412, 1.876)
H (-0.717, -1.777, 0.186)
H (2.257, -0.972, -1.122)

Mulliken atomic charge list, values in e, 4 entries:
1. O -0.54
2. C -0.01
3. C 0.11
4. O -0.67

6.
Entry from the Open Molecules 2025 dataset: a structure of composition C4H4O2 at a distorted geometry (wB97M-V/def2-TZVPD).

Properties
* E_LUMO: -0.09 eV
* highest occupied orbital energy: -9.6 eV
* orbital gap: 9.50 eV
* net charge: 0
* multiplicity: 1

Geometry (Å):
C (-1.416, -0.290, 0.050)
C (-1.017, 1.037, 0.361)
C (-0.069, -0.027, -0.259)
C (1.285, -0.532, -0.240)
O (-2.157, -1.245, 0.331)
O (-0.617, 1.586, -0.815)
H (-0.857, 1.674, 1.158)
H (2.042, 0.075, -0.759)
H (1.282, -1.580, -0.620)
H (1.523, -0.699, 0.793)

Mulliken atomic charge list, values in e, 4 entries:
1. C 0.57
2. C -0.29
3. C 0.45
4. C -0.99

7.
Entry from the Open Molecules 2025 dataset: an isolated molecule of C4H4O2 at a distorted geometry (wB97M-V/def2-TZVPD).

Properties
* E_LUMO: 0.81 eV
* highest occupied orbital energy: -9.1 eV
* orbital gap: 9.88 eV
* structure (SMILES): O=C=C[C@@H]1CO1
* net charge: 0
* multiplicity: 1

Geometry (Å):
O (2.136, -0.847, -1.024)
C (1.307, -0.029, -0.990)
C (0.317, 0.833, -0.856)
C (-0.749, 0.388, 0.098)
C (-0.334, -0.602, 1.091)
O (-1.100, -0.991, -0.040)
H (0.240, 1.663, -1.542)
H (-1.573, 1.074, 0.289)
H (0.736, -0.816, 1.067)
H (-0.800, -0.790, 2.049)

Mulliken atomic charge list, values in e, 4 entries:
1. O -0.38
2. C 0.61
3. C -0.84
4. C 0.30

8.
Entry from the Open Molecules 2025 dataset: an isolated molecule of C4H4O2 (wB97M-V/def2-TZVPD).

Properties
* E_LUMO (alpha / beta): -0.74 / -0.73 eV
* highest occupied orbital energy (alpha / beta): -8.1 / -8.2 eV
* orbital gap (alpha / beta): 7.40 / 7.42 eV
* net charge: 0
* multiplicity: 1

Geometry (Å):
O (-2.535, 0.811, 0.279)
C (-2.152, -0.290, 0.013)
O (-0.845, -0.708, 0.028)
C (0.104, 0.204, 0.367)
C (1.434, 0.037, 0.053)
C (2.571, -0.642, 0.061)
H (-2.778, -1.138, -0.288)
H (1.229, 1.046, -0.512)
H (-0.278, 1.132, 0.777)
H (3.250, -0.451, -0.778)

Mulliken atomic charge list, values in e, 4 entries:
1. O -0.44
2. C 0.22
3. O -0.25
4. C -0.21

9.
Entry from the Open Molecules 2025 dataset: an isolated molecule of C4H4O2 at a distorted geometry (wB97M-V/def2-TZVPD).

Properties
* E_LUMO (alpha / beta): -0.69 / -0.69 eV
* highest occupied orbital energy (alpha / beta): -8.8 / -8.6 eV
* orbital gap (alpha / beta): 8.09 / 7.91 eV
* net charge: 0
* multiplicity: 1

Geometry (Å):
C (-0.049, -0.619, 0.772)
C (-0.936, 0.373, 1.279)
C (0.517, -0.561, -0.458)
C (1.276, -0.500, -1.532)
O (-1.433, 1.464, 0.807)
O (-1.379, 1.825, -0.439)
H (0.173, -1.545, 1.294)
H (-1.303, 0.214, 2.224)
H (0.917, -0.693, -2.587)
H (2.218, 0.043, -1.360)

Mulliken atomic charge list, values in e, 4 entries:
1. C -0.32
2. C 0.00
3. C 0.26
4. C -0.56

10.
Entry from the Open Molecules 2025 dataset: a structure of composition C4H4O2Rb at a distorted geometry (wB97M-V/def2-TZVPD).

Properties
* E_LUMO: -4.09 eV
* highest occupied orbital energy: -11.3 eV
* orbital gap: 7.25 eV
* net charge: +1
* multiplicity: 1

Geometry (Å):
O (2.691, -0.262, 1.406)
C (3.036, -0.909, 0.393)
C (2.934, 0.091, -0.555)
H (3.257, -1.986, 0.348)
H (3.797, 0.758, -0.693)
C (-1.243, 0.860, -0.143)
C (-2.435, 0.344, -0.270)
O (-3.534, -0.063, -0.231)
Rb (-6.742, -1.250, -0.345)
H (-0.614, 0.563, 0.701)
H (-1.147, 1.854, -0.610)

Mulliken atomic charge list, values in e, 4 entries:
1. O -0.43
2. C 0.23
3. C -0.35
4. H 0.32

11.
Entry from the Open Molecules 2025 dataset: an isolated molecule of C4H4O2S at a distorted geometry (wB97M-V/def2-TZVPD).

Properties
* E_LUMO: 0.65 eV
* highest occupied orbital energy: -8.2 eV
* orbital gap: 8.81 eV
* structure (SMILES): Cc1coc(=S)o1
* net charge: 0
* multiplicity: 1

Geometry (Å):
C (-0.194, 0.449, -0.563)
C (0.970, -0.280, -0.066)
C (1.193, -1.250, 1.183)
O (2.547, -1.574, 1.092)
C (3.085, -0.980, -0.044)
S (4.539, -1.393, -0.647)
O (2.191, -0.129, -0.592)
H (-0.968, -0.177, -0.153)
H (-0.274, 0.365, -1.555)
H (-0.381, 1.461, -0.255)
H (0.721, -1.872, 1.933)

Mulliken atomic charge list, values in e, 4 entries:
1. C -1.09
2. C 0.51
3. C -0.18
4. O -0.28

12.
Entry from the Open Molecules 2025 dataset: a structure of composition C4H4O2Tl at a distorted geometry (wB97M-V/def2-TZVPD).

Properties
* E_LUMO (alpha / beta): -11.04 / -11.92 eV
* highest occupied orbital energy (alpha / beta): -19.1 / -19.1 eV
* orbital gap (alpha / beta): 8.02 / 7.18 eV
* net charge: +2
* multiplicity: 2

Geometry (Å):
O (-1.541, 2.411, 1.623)
C (-1.872, 1.238, 1.367)
C (-0.639, 0.724, 0.954)
H (-2.902, 0.879, 1.220)
H (0.079, 0.437, 1.734)
C (-0.106, -0.845, -0.919)
C (1.176, -0.818, -1.266)
O (2.335, -0.672, -1.056)
Tl (4.325, -1.053, -1.016)
H (-0.830, -0.268, -1.500)
H (-0.026, -2.032, -1.141)

Mulliken atomic charge list, values in e, 4 entries:
1. O -0.18
2. C 0.18
3. C 0.06
4. H 0.35

13.
Entry from the Open Molecules 2025 dataset: a structure of composition C4H4O2Y at a distorted geometry (wB97M-V/def2-TZVPD).

Properties
* E_LUMO (alpha / beta): 2.56 / 2.56 eV
* highest occupied orbital energy (alpha / beta): -1.7 / -1.8 eV
* orbital gap (alpha / beta): 4.27 / 4.33 eV
* net charge: -1
* multiplicity: 1

Geometry (Å):
H (0.088, -2.163, -0.762)
O (0.101, -3.474, 0.920)
C (-0.198, -2.250, 0.338)
C (-0.303, -1.140, 1.095)
C (-0.666, 0.190, 0.631)
C (0.096, 1.318, 0.842)
O (0.211, 2.187, -0.164)
H (-0.606, -4.095, 0.736)
H (0.172, -1.183, 2.085)
H (-1.492, 0.250, -0.107)
Y (0.604, 2.835, -2.473)

Mulliken atomic charge list, values in e, 4 entries:
1. H 0.25
2. O -0.51
3. C -0.12
4. C -0.48

14.
Entry from the Open Molecules 2025 dataset: a structure of composition C4H4O3 (wB97M-V/def2-TZVPD).

Properties
* E_LUMO: 0.95 eV
* highest occupied orbital energy: -10.5 eV
* orbital gap: 11.42 eV
* net charge: 0
* multiplicity: 1

Geometry (Å):
O (-0.393, 1.160, -1.327)
C (-0.851, 0.722, -0.073)
C (0.496, 0.184, 0.320)
C (-0.136, -1.062, 0.899)
O (-1.285, -0.699, 0.080)
C (0.857, 0.442, -1.050)
O (1.634, 1.015, -0.038)
H (-1.569, 1.382, 0.424)
H (0.307, -2.036, 0.668)
H (-0.383, -1.022, 1.973)
H (1.323, -0.086, -1.875)

Mulliken atomic charge list, values in e, 4 entries:
1. O -0.42
2. C 0.02
3. C 0.33
4. C -0.32

15.
Entry from the Open Molecules 2025 dataset: an isolated molecule of C4H4O3 at a distorted geometry (wB97M-V/def2-TZVPD).

Properties
* E_LUMO: -0.72 eV
* highest occupied orbital energy: -9.7 eV
* orbital gap: 8.99 eV
* structure (SMILES): O=C/C=C/OC=O
* net charge: 0
* multiplicity: 1

Geometry (Å):
O (-2.687, 1.183, 0.456)
C (-1.884, 0.267, 0.726)
C (-0.519, 0.236, 0.567)
C (-0.059, -1.108, 0.159)
O (1.212, -1.372, -0.428)
C (2.025, -0.172, -0.575)
O (1.707, 1.034, -0.730)
H (-2.177, -0.831, 0.664)
H (0.045, 1.214, 0.169)
H (-0.317, -2.157, 0.378)
H (3.210, -0.321, -0.865)

Mulliken atomic charge list, values in e, 4 entries:
1. O -0.52
2. C 0.06
3. C -0.04
4. C -0.17

16.
Entry from the Open Molecules 2025 dataset: a cluster of 2 separate species, C4H4O3 in total at a distorted geometry (wB97M-V/def2-TZVPD).

Properties
* E_LUMO: -0.18 eV
* highest occupied orbital energy: -8.9 eV
* orbital gap: 8.74 eV
* net charge: 0
* multiplicity: 1

Geometry (Å):
O (-1.067, 2.355, -1.908)
C (-0.567, 1.741, -1.087)
O (-1.923, 0.082, -0.270)
C (-1.130, -0.204, 0.691)
C (0.339, -0.156, 0.462)
C (1.478, -0.639, -0.272)
O (1.418, -0.301, 1.174)
H (-0.865, -1.347, 0.802)
H (-1.340, 0.110, 1.737)
H (2.056, 0.059, -0.867)
H (1.601, -1.702, -0.462)

Mulliken atomic charge list, values in e, 4 entries:
1. O -0.19
2. C 0.09
3. O -0.68
4. C 0.07

17.
Entry from the Open Molecules 2025 dataset: an isolated molecule of C4H4O3 (wB97M-V/def2-TZVPD).

Properties
* E_LUMO: 0.35 eV
* highest occupied orbital energy: -10.1 eV
* orbital gap: 10.50 eV
* structure (SMILES): O=CC1(C=O)CO1
* net charge: 0
* multiplicity: 1

Geometry (Å):
O (-1.902, 1.434, -0.659)
C (-0.887, 1.256, -0.041)
C (-0.086, -0.023, -0.143)
C (1.284, 0.137, -0.738)
O (1.951, 1.130, -0.582)
C (-0.282, -1.135, 0.804)
O (-0.773, -1.194, -0.520)
H (-0.460, 2.027, 0.626)
H (1.623, -0.735, -1.333)
H (0.559, -1.791, 1.028)
H (-1.029, -1.036, 1.592)

Mulliken atomic charge list, values in e, 4 entries:
1. O -0.42
2. C -0.16
3. C 0.92
4. C -0.17

18.
Entry from the Open Molecules 2025 dataset: an isolated molecule of C4H4O3 at a distorted geometry (wB97M-V/def2-TZVPD).

Properties
* E_LUMO: -0.15 eV
* highest occupied orbital energy: -9.7 eV
* orbital gap: 9.53 eV
* structure (SMILES): CC(=O)C(=O)C=O
* net charge: 0
* multiplicity: 1

Geometry (Å):
C (-1.599, 0.327, -0.548)
C (-0.550, -0.688, -0.153)
O (-0.734, -1.880, -0.111)
C (0.715, -0.094, 0.514)
O (0.381, 0.172, 1.648)
C (2.208, 0.231, 0.216)
O (2.552, 1.383, 0.152)
H (-2.487, 0.223, 0.084)
H (-1.902, 0.118, -1.578)
H (-1.221, 1.348, -0.471)
H (2.945, -0.596, 0.218)

Mulliken atomic charge list, values in e, 4 entries:
1. C -0.91
2. C 0.61
3. O -0.50
4. C 0.47

19.
Entry from the Open Molecules 2025 dataset: an isolated molecule of C4H4O3 (wB97M-V/def2-TZVPD).

Properties
* E_LUMO (alpha / beta): -1.86 / -1.86 eV
* highest occupied orbital energy (alpha / beta): -9.4 / -9.4 eV
* orbital gap (alpha / beta): 7.56 / 7.56 eV
* net charge: 0
* multiplicity: 1

Geometry (Å):
O (-1.994, 1.601, -0.246)
C (-1.027, 1.003, -0.005)
C (-0.145, -0.293, -0.446)
C (-0.118, -0.775, 0.978)
O (-0.543, -1.302, -1.119)
C (1.202, 0.308, -0.895)
O (1.415, 1.480, -1.065)
H (-0.410, 0.874, 1.144)
H (0.733, -1.357, 1.340)
H (-1.070, -1.062, 1.423)
H (1.957, -0.477, -1.109)

Mulliken atomic charge list, values in e, 4 entries:
1. O -0.33
2. C 0.06
3. C 1.18
4. C -0.88

20.
Entry from the Open Molecules 2025 dataset: an isolated molecule of C4H4O3 (wB97M-V/def2-TZVPD).

Properties
* E_LUMO: -1.00 eV
* highest occupied orbital energy: -9.8 eV
* orbital gap: 8.81 eV
* structure (SMILES): CC(=O)C(=O)C=O
* net charge: 0
* multiplicity: 1

Geometry (Å):
C (-0.271, -0.276, -1.671)
C (0.503, 0.313, -0.528)
O (1.263, 1.250, -0.598)
C (0.353, -0.376, 0.833)
O (0.675, -1.528, 1.011)
C (-0.213, 0.446, 1.990)
O (-0.772, 1.497, 1.814)
H (-0.046, -1.344, -1.764)
H (-0.027, 0.249, -2.596)
H (-1.344, -0.183, -1.466)
H (-0.122, -0.050, 2.975)

Mulliken atomic charge list, values in e, 4 entries:
1. C -1.09
2. C 0.74
3. O -0.50
4. C 0.44

E_tot for every record listed, in sequence, given in a.u.: -305.1854; -305.2035; -305.1240; -305.2111; -305.1100; -305.1226; -305.2095; -305.0997; -305.0540; -328.9807; -703.3893; -476.8135; -343.3924; -380.3768; -380.3960; -380.3554; -380.4615; -380.4757; -380.3373; -380.5004.